Record 1
The following is a quantum chemistry calculation of a 5-piece molecular cluster, H10O4S overall, from OMol25.

Each line ends with the Mulliken charge.
Geometry (Å):
O  0.189  3.612  1.304  -0.643
H  0.881  3.783  0.658  0.306
H  0.163  2.654  1.407  0.334
O  2.512  -2.369  -0.173  -0.630
H  2.042  -1.779  0.428  0.314
H  2.991  -2.979  0.395  0.313
O  -1.623  -1.934  -0.004  -0.636
H  -1.301  -2.579  0.634  0.314
H  -1.331  -2.279  -0.855  0.320
O  -0.973  0.650  1.334  -0.591
H  -0.949  -0.304  1.164  0.327
H  -1.468  0.966  0.573  0.295
S  0.033  0.398  -2.417  -0.306
H  -1.231  0.651  -2.778  0.163
H  0.066  1.509  -1.670  0.120

Its electronic energy is -705.123075 hartree. Its spin multiplicity is 1. The frontier orbital gap is 10.2 eV. Its net charge is 0. The value obtained for the relative energy (zero: lowest compared OMol25 entry of this formula, charge and spin) is 62.9 kJ/mol. As for the SMILES: O.O.O.O.S. The value obtained for the strongest force on any atom is 0.19 eV/Å. The HOMO energy comes out at -9.98 eV.

=====

Record 2
The following is a quantum chemistry calculation of a 28-piece molecular cluster, C8H74BNO29 overall, from OMol25.

Each line ends with the Mulliken charge.
Geometry (Å):
C  4.368  -1.349  1.505  -1.189
C  4.119  0.056  2.043  -0.132
C  3.276  0.957  1.146  -0.732
C  2.034  0.332  0.551  -0.534
O  0.830  0.769  1.217  0.109
C  -0.241  1.113  0.365  -1.150
C  -1.433  1.479  1.215  0.390
N  -0.981  2.455  2.232  -0.729
B  -2.217  0.203  1.769  0.298
O  -2.582  0.124  3.109  -0.436
C  -2.621  -0.944  0.772  -0.291
C  -3.797  -1.810  1.205  -1.239
H  5.072  -1.867  2.147  0.454
H  4.748  -1.336  0.486  0.253
H  3.453  -1.932  1.540  0.123
H  3.700  -0.035  3.042  0.149
H  5.087  0.525  2.182  0.386
H  3.895  1.406  0.376  0.378
H  2.933  1.788  1.757  0.180
H  1.973  0.621  -0.495  0.543
H  2.025  -0.749  0.580  0.285
H  -0.501  0.332  -0.348  0.409
H  0.052  2.001  -0.194  0.366
H  -2.109  1.999  0.547  0.098
H  -0.268  2.038  2.817  0.203
H  -1.743  2.767  2.816  0.273
H  -3.135  0.885  3.328  0.106
H  -1.751  -1.561  0.541  0.303
H  -2.912  -0.441  -0.151  0.404
H  -3.764  -2.075  2.257  0.144
H  -4.719  -1.253  1.057  0.353
H  -3.868  -2.716  0.616  0.340
O  5.905  1.512  4.408  -0.612
H  5.348  0.970  4.975  0.297
H  5.614  2.415  4.576  0.308
O  8.735  2.348  3.318  -0.653
H  9.389  1.825  2.842  0.308
H  7.922  1.833  3.251  0.329
O  2.419  2.527  -2.202  -0.715
H  3.184  3.097  -2.056  0.332
H  1.714  2.997  -1.737  0.266
O  -3.417  3.640  -0.672  -0.565
H  -4.001  3.955  -1.372  0.292
H  -3.126  4.433  -0.209  0.268
O  1.091  -1.841  2.387  -0.551
H  0.508  -2.313  2.995  0.454
H  0.847  -0.915  2.532  0.123
O  -3.130  -1.778  5.337  -0.624
H  -3.565  -2.532  4.928  0.330
H  -3.180  -1.088  4.659  0.242
O  2.099  -3.167  -1.346  -0.645
H  1.604  -3.324  -0.531  0.351
H  2.834  -2.617  -1.050  0.288
O  1.725  3.814  0.414  -0.627
H  1.181  3.269  1.002  0.265
H  1.444  4.715  0.600  0.279
O  -5.138  2.906  -2.889  -0.628
H  -5.111  2.749  -3.843  0.319
H  -5.532  2.114  -2.510  0.306
O  1.721  3.998  -4.846  -0.618
H  1.962  3.373  -4.141  0.361
H  0.954  3.596  -5.273  0.295
O  -2.943  -4.859  -0.002  -0.607
H  -2.140  -4.890  -0.549  0.322
H  -3.594  -5.390  -0.471  0.305
O  -0.890  2.459  -4.288  -0.497
H  -1.759  2.080  -4.476  0.289
H  -1.006  2.901  -3.440  0.261
O  3.984  -1.261  -3.521  -0.625
H  3.264  -1.806  -3.185  0.283
H  3.955  -0.462  -2.980  0.336
O  4.535  4.388  -6.183  -0.621
H  3.659  4.004  -6.307  0.332
H  4.450  4.849  -5.344  0.300
O  1.473  -2.446  -5.491  -0.651
H  0.976  -2.619  -4.683  0.309
H  2.207  -1.890  -5.205  0.328
O  -5.407  -0.478  3.986  -0.479
H  -6.360  -0.635  3.952  0.236
H  -5.240  -0.293  4.917  0.317
O  2.074  -3.877  4.336  -0.621
H  1.910  -4.802  4.135  0.311
H  2.007  -3.416  3.490  0.321
O  -5.963  -5.172  0.100  -0.628
H  -5.709  -5.714  0.854  0.324
H  -6.189  -4.318  0.483  0.297
O  -2.523  2.250  -6.789  -0.659
H  -2.242  1.398  -7.144  0.306
H  -1.707  2.716  -6.565  0.286
O  -7.753  -2.136  4.755  -0.653
H  -7.056  -2.771  4.958  0.341
H  -8.443  -2.658  4.334  0.292
O  -0.493  -4.751  -1.837  -0.645
H  -0.371  -5.486  -2.447  0.297
H  0.392  -4.541  -1.514  0.319
O  10.195  -0.557  3.175  -0.628
H  10.179  0.001  3.961  0.332
H  10.370  -1.441  3.511  0.295
O  -1.097  5.064  -5.827  -0.546
H  -0.319  5.600  -5.637  0.308
H  -1.839  5.589  -5.513  0.275
O  -1.010  -1.123  -6.897  -0.647
H  -1.274  -1.776  -7.553  0.312
H  -0.260  -1.522  -6.441  0.342
O  1.322  0.322  -8.157  -0.636
H  0.584  -0.167  -7.759  0.368
H  1.377  1.138  -7.656  0.301
O  -7.610  -1.535  8.055  -0.632
H  -7.701  -1.598  7.097  0.336
H  -8.122  -2.273  8.398  0.309
O  -0.578  -0.697  4.449  -0.655
H  -1.437  -0.679  4.007  0.337
H  -0.800  -1.020  5.329  0.310

Its electronic energy is -2610.775447 hartree. Its spin multiplicity is 1. The frontier orbital gap is 8.8 eV. Its net charge is 0. The value obtained for the strongest force on any atom is 1.43 eV/Å. The HOMO energy comes out at -9.17 eV.

=====

Record 3
The following is a quantum chemistry calculation of one molecule with the formula C4H7Br, from OMol25.

Each line ends with the Mulliken charge.
Geometry (Å):
C  -1.019  -1.220  -1.345  -0.773
C  -0.700  -0.204  -0.591  -0.225
C  0.584  0.145  0.078  0.304
C  0.542  0.795  1.399  -1.410
Br  1.469  1.368  -1.117  -0.139
H  -1.921  -1.472  -1.981  0.231
H  -0.379  -2.014  -1.351  0.297
H  -1.472  0.515  -0.746  0.276
H  1.248  -0.633  0.290  0.343
H  0.101  1.771  1.575  0.351
H  1.546  0.867  1.723  0.417
H  -0.001  0.082  2.067  0.328

Its electronic energy is -2730.568992 hartree. Its spin multiplicity is 1. The frontier orbital gap is 10.8 eV. Its net charge is 0. The value obtained for the relative energy (zero: lowest compared OMol25 entry of this formula, charge and spin) is 102.9 kJ/mol. As for the SMILES: C=C[C@H](C)Br. The value obtained for the strongest force on any atom is 3.03 eV/Å. The HOMO energy comes out at -9.74 eV.

=====

Record 4
The following is a quantum chemistry calculation of one molecule with the formula C3H3Br2N3, from OMol25.

Each line ends with the Mulliken charge.
Geometry (Å):
C  -0.866  -0.567  -0.683  -0.575
C  0.249  -1.888  1.200  -0.006
C  0.017  0.396  -0.375  0.739
N  0.777  -0.793  1.508  -0.559
N  0.846  0.266  0.727  0.217
N  0.108  1.696  -0.966  -0.521
Br  -1.823  -1.078  -2.125  -0.054
Br  -0.251  -3.099  2.435  -0.026
H  1.468  0.949  0.945  0.266
H  -0.021  1.729  -2.032  0.289
H  -0.505  2.389  -0.633  0.229

Its electronic energy is -5428.213395 hartree. Its spin multiplicity is 1. The frontier orbital gap (alpha / beta) is 7.2 / 7.2 eV. Its net charge is 0. The value obtained for the relative energy (zero: lowest compared OMol25 entry of this formula, charge and spin) is 431.1 kJ/mol. The value obtained for the strongest force on any atom is 4.44 eV/Å. The HOMO energy (alpha / beta) comes out at -8.09 / -8.09 eV.